No. 1
C27H21BBrCrN8O10S | wB97M-V/def2-TZVPD

XYZ file:
```
70
Properties=species:S:1:pos:R:3:forces:R:3
Cr -0.076481 1.103091 -0.002241 -0.181 0.199 0.479
C 3.745292 2.761215 -1.353265 0.007 0.024 0.086
C 2.358043 2.866770 -1.206546 0.165 -0.032 0.029
N 1.943595 1.995858 -0.297543 -0.040 -0.228 -0.305
N 3.021323 1.343458 0.169901 0.185 -0.051 0.024
C 4.124190 1.777007 -0.466171 -0.057 0.029 -0.050
B 2.838754 0.502722 1.444433 -0.196 0.013 0.108
N 1.902763 1.382204 2.326779 0.127 0.004 0.046
C 2.079684 1.870049 3.566378 -0.132 0.056 0.050
C 1.030944 2.723303 3.848304 0.080 -0.023 -0.024
C 0.233569 2.697207 2.701166 0.042 0.077 -0.024
N 0.777281 1.890638 1.805505 -0.332 -0.043 0.029
N 2.084814 -0.779309 1.093372 0.256 -0.306 0.134
C 2.353494 -2.082900 1.295546 -0.223 0.029 -0.085
C 1.278373 -2.820007 0.844049 0.091 0.071 -0.018
C 0.366117 -1.877826 0.375616 0.001 -0.172 0.084
N 0.863668 -0.656223 0.520322 0.000 0.148 -0.244
N 4.172131 0.317992 2.155574 0.190 0.247 -0.031
C 5.032650 1.331330 2.440517 0.057 -0.005 0.036
C 6.053787 0.821889 3.201680 -0.008 0.005 0.031
C 5.729171 -0.540360 3.340412 -0.064 0.099 -0.071
N 4.603258 -0.828525 2.716666 -0.106 -0.304 0.063
H 4.376840 3.322531 -2.018074 -0.003 0.010 -0.016
H 1.657902 3.487970 -1.739191 -0.012 -0.030 -0.053
H 5.088767 1.355233 -0.244743 0.020 0.019 0.041
H 2.929849 1.582336 4.160386 0.024 -0.033 -0.026
H 0.868138 3.276466 4.755504 -0.022 0.025 -0.002
H -0.689912 3.203386 2.480367 -0.046 -0.067 0.012
H 3.270610 -2.376065 1.766524 0.082 0.011 0.013
H 1.169670 -3.889159 0.846144 -0.024 -0.014 0.043
H -0.620390 -2.028790 -0.019570 0.022 0.085 -0.028
H 4.860907 2.332367 2.082035 -0.057 0.011 0.027
H 6.899525 1.347952 3.608378 0.012 0.030 -0.039
H 6.266314 -1.316435 3.860811 0.001 -0.019 0.013
O -0.051467 3.492857 -2.853919 0.052 -0.033 0.128
S -0.685438 2.393026 -2.163630 -0.711 0.990 -1.708
O -1.870017 1.896629 -2.800878 0.034 0.092 0.089
O 0.336835 1.267654 -1.944181 -0.292 -0.371 0.561
O -0.924646 2.765971 -0.699758 0.385 -0.663 0.854
Br -8.011419 2.056818 0.496189 -0.064 0.021 -0.014
C -6.250286 1.470221 0.911021 -0.063 0.061 0.085
C -5.173280 2.195012 0.438293 0.011 0.043 -0.090
C -3.891145 1.760742 0.732504 -0.024 -0.167 0.118
C -3.705488 0.603026 1.479307 0.155 -0.007 -0.149
C -4.804777 -0.099692 1.955141 0.048 -0.007 0.078
C -6.091413 0.335324 1.687311 0.037 -0.017 -0.049
C -2.329367 0.017804 1.670815 -0.119 -0.410 0.222
O -2.198765 -1.153071 1.988593 -0.032 0.244 -0.133
O -1.328936 0.853586 1.552605 0.207 0.476 -0.795
H -5.329456 3.063045 -0.186581 -0.005 0.019 0.022
H -3.035729 2.288750 0.340514 0.076 0.027 -0.062
H -4.631220 -0.998062 2.532590 -0.011 -0.037 -0.054
H -6.954242 -0.208405 2.046271 0.004 0.009 0.012
O -3.500251 -0.430683 -1.544494 0.203 0.245 0.167
C -2.296646 -0.566087 -1.581608 -0.180 -0.452 -0.323
O -1.452244 0.034953 -0.784960 0.385 -0.149 0.523
C -1.720169 -1.635591 -2.497880 0.091 0.225 0.224
C -0.377520 -1.684261 -2.844064 -0.204 0.005 -0.069
C 0.128022 -2.711687 -3.643417 0.078 -0.152 -0.095
C -0.753058 -3.687640 -4.033770 -0.237 -0.014 0.023
O -0.506340 -4.822445 -4.776130 0.138 0.192 0.054
C -1.761492 -5.460920 -4.939001 -0.162 -0.384 -0.275
O -2.748625 -4.722531 -4.243463 -0.064 0.124 0.143
C -2.097528 -3.632855 -3.701625 0.203 0.041 -0.042
C -2.615754 -2.615609 -2.946361 -0.036 -0.114 -0.085
H 0.270892 -0.891198 -2.516864 0.104 0.101 0.078
H 1.164028 -2.742897 -3.951548 0.029 0.005 0.070
H -1.715462 -6.480571 -4.538843 0.059 0.103 0.067
H -2.018845 -5.504626 -6.004972 0.036 0.104 0.059
H -3.663392 -2.543962 -2.692231 0.007 -0.011 0.033
```
Positions in Å, forces in eV/Å.

Calculated values
* lowest unoccupied orbital energy (alpha / beta): 0.45 / 1.97 eV
* total charge: -1
* E_tot: -170717.109 eV
* multiplicity: 3
* <S²>: 2.08
* highest occupied orbital energy (alpha / beta): -0.2151 / -0.2152 Ha
* HOMO-LUMO gap (alpha / beta): 6.30 / 7.82 eV
* largest force on an atom: 2.1 eV/Å

No. 2
C27H21F3NPV | wB97M-V/def2-TZVPD

XYZ file:
```
54
Properties=species:S:1:pos:R:3:forces:R:3
V -0.716072 1.591709 0.240202 -0.227 0.451 0.028
N -1.891508 -1.573793 -0.272910 0.054 -0.096 -0.021
C -1.103332 -2.146166 -1.238904 -0.204 0.019 0.090
C -1.519348 -3.352591 -1.833048 0.041 0.037 0.015
C -0.779545 -3.951639 -2.825489 0.027 -0.009 -0.026
C 0.415338 -3.383911 -3.276425 -0.111 -0.012 0.062
C 0.822960 -2.194990 -2.715030 0.094 0.058 -0.022
C 0.080409 -1.554376 -1.714855 0.055 -0.120 -0.135
P 0.614693 0.031272 -1.083058 -0.138 0.207 0.000
C 0.149238 1.320999 -2.286624 0.126 -0.195 -0.241
C -0.648384 1.045800 -3.400245 0.004 0.010 0.082
C -1.097709 2.078179 -4.200243 -0.004 0.114 0.000
C -0.772264 3.398631 -3.899624 -0.049 -0.071 -0.067
C 0.015660 3.685336 -2.801710 0.009 -0.025 0.110
C 0.477464 2.650687 -1.993090 0.047 -0.057 0.047
C 2.419208 0.015642 -1.017512 0.071 -0.105 0.100
C 3.234729 0.512694 -2.028411 0.031 -0.003 -0.038
C 4.615816 0.447397 -1.900219 -0.018 0.015 -0.023
C 5.185574 -0.116082 -0.768470 -0.009 -0.014 0.033
C 4.375323 -0.611611 0.245577 0.016 0.028 -0.047
C 2.997229 -0.539752 0.124886 0.072 0.002 0.032
H -2.645779 -2.129481 0.090788 -0.020 -0.008 -0.017
H -1.498681 -0.932629 0.401057 0.041 0.046 0.011
H -2.438872 -3.809090 -1.486977 0.004 -0.011 -0.006
H -1.133524 -4.882234 -3.251414 0.025 0.001 -0.012
H 1.005531 -3.861942 -4.045117 -0.010 -0.009 -0.006
H 1.746968 -1.736635 -3.050548 -0.011 0.005 0.006
H -0.929622 0.023537 -3.618466 0.013 -0.003 -0.003
H -1.721424 1.860356 -5.057120 0.001 -0.007 0.005
H -1.142946 4.200792 -4.523673 0.001 0.000 0.004
H 0.272962 4.708113 -2.561212 -0.002 0.002 -0.010
H 1.148547 2.882601 -1.167352 0.030 -0.012 -0.010
H 2.795337 0.953277 -2.914839 -0.023 0.005 -0.002
H 5.246852 0.837333 -2.688270 -0.004 -0.002 -0.001
H 6.262516 -0.164045 -0.672895 -0.003 -0.001 0.001
H 4.816215 -1.042767 1.134581 0.004 -0.002 -0.004
H 2.370408 -0.911178 0.927987 -0.043 0.013 -0.030
C -0.980674 0.981296 2.165799 0.051 -0.122 0.164
C -1.121124 0.643260 3.329439 0.022 -0.127 0.109
C -1.303085 0.206336 4.686940 0.000 0.076 -0.142
C -2.451291 0.561751 5.397376 -0.040 0.004 0.029
C -2.633320 0.125196 6.699746 0.014 0.007 -0.033
C -1.672923 -0.668701 7.311983 -0.004 -0.007 0.028
C -0.526200 -1.023588 6.614652 0.002 0.018 -0.040
C -0.341317 -0.589880 5.311730 0.024 -0.019 0.025
H -3.196768 1.179483 4.914474 0.003 -0.004 -0.004
H -3.530147 0.406668 7.236520 0.006 -0.006 0.013
H -1.817515 -1.009485 8.329133 0.001 0.002 -0.002
H 0.228387 -1.641406 7.084495 -0.009 0.000 0.016
H 0.549926 -0.862801 4.761984 -0.001 -0.006 0.005
F -2.697780 3.304464 -0.796608 -0.003 -0.054 0.004
C -2.684802 1.920037 -0.546411 0.013 0.035 -0.082
F -3.705423 1.744092 0.338894 -0.012 -0.036 0.006
F -3.145911 1.373845 -1.711491 0.041 -0.011 0.001
```
Positions in Å, forces in eV/Å.

Calculated values
* lowest unoccupied orbital energy (alpha / beta): 0.06 / -0.09 eV
* total charge: 0
* E_tot: -72956.309 eV
* multiplicity: 4
* <S²>: 3.77
* highest occupied orbital energy (alpha / beta): -0.2763 / -0.3006 Ha
* HOMO-LUMO gap (alpha / beta): 7.58 / 8.09 eV
* largest force on an atom: 0.5 eV/Å

No. 3
C27H21IMoN5O7S | wB97M-V/def2-TZVPD

XYZ file:
```
63
Properties=species:S:1:pos:R:3:forces:R:3
Mo -0.716186 0.057606 0.587568 0.946 0.307 1.623
C 0.475710 2.847285 3.973621 -0.027 -0.092 0.031
C 1.511454 1.890795 3.480478 -0.726 -0.462 -0.535
N 2.769575 2.128891 3.734337 0.128 0.385 0.440
C 3.725142 1.336156 3.260049 -0.053 -0.392 -0.430
C 3.475851 0.214689 2.494039 -0.035 -0.186 -0.048
C 4.624592 -0.623371 1.974810 -0.094 0.325 0.011
O 5.038741 -1.587191 2.912539 0.152 -0.355 0.249
C 2.129977 -0.103543 2.201192 -0.239 1.362 0.898
C 1.750582 -1.302226 1.533094 -0.662 -0.353 -0.633
N 0.603171 -1.426481 0.911085 2.140 -0.751 1.140
C 0.242815 -2.711209 0.458568 -0.300 -1.055 -0.171
C 0.941411 -3.350607 -0.559560 -0.007 0.190 0.124
C 0.591592 -4.637022 -0.933211 0.125 0.071 0.043
C -0.453406 -5.289126 -0.300399 -0.056 0.002 0.034
C -1.168131 -4.660824 0.708976 0.042 0.114 -0.073
C -0.822710 -3.373719 1.071618 -0.236 0.619 0.595
I -1.853737 -2.358610 2.640372 0.324 -0.698 -0.268
C 1.109530 0.781773 2.673360 2.744 -0.251 0.330
O -0.130599 0.615266 2.339671 -1.801 0.191 -0.181
H 0.928390 3.513901 4.702620 -0.055 0.008 -0.005
H -0.357256 2.300773 4.417918 -0.055 0.127 0.011
H 0.092616 3.441026 3.139174 -0.057 0.027 0.058
H 4.735234 1.643854 3.495976 0.154 -0.069 -0.069
H 5.452002 0.040839 1.695564 -0.107 -0.073 -0.043
H 4.327034 -1.180369 1.083275 0.098 0.126 0.010
H 5.521040 -1.155982 3.627884 -0.092 -0.055 -0.058
H 2.413076 -2.163272 1.603320 -0.121 -0.024 -0.142
H 1.758666 -2.827944 -1.039401 0.043 -0.010 -0.041
H 1.167899 -5.133983 -1.696648 -0.021 -0.080 -0.141
H -0.714918 -6.295459 -0.579944 -0.026 -0.161 -0.069
H -1.971946 -5.166435 1.217797 -0.105 -0.078 0.019
O -3.361039 5.547013 0.341776 0.032 0.195 -0.049
C -2.828550 4.333518 0.276901 0.099 -0.674 0.003
C -3.600701 3.160852 0.254367 0.172 -0.144 0.072
C -2.951697 1.946985 0.257047 0.241 0.115 -0.027
N -1.613412 1.844253 0.272161 -1.449 2.306 0.095
C -0.866267 2.958620 0.216443 -0.199 0.119 0.149
C -1.426417 4.217906 0.224039 -0.034 -0.132 -0.058
C 0.603761 2.596366 0.176799 0.174 1.196 0.112
O 1.495373 3.405628 0.199947 -0.405 -0.256 -0.049
O 0.755564 1.299700 0.095085 0.733 -0.792 -0.846
C -3.562481 0.570106 0.242766 -0.886 0.431 -0.049
O -4.737030 0.346167 0.120088 0.325 0.094 0.108
O -2.609923 -0.323436 0.357587 -0.558 -0.952 -0.699
H -4.327785 5.525313 0.389644 0.136 -0.069 -0.017
H -4.679864 3.183006 0.262679 -0.132 -0.021 -0.048
H -0.813081 5.104739 0.199890 0.151 0.023 0.013
N -0.607886 -0.332821 -6.577407 0.252 0.290 0.353
C -1.128410 -1.185056 -5.682980 -0.695 -1.047 -1.578
S -1.957298 -2.519295 -6.210579 0.188 0.232 0.135
C -0.959573 -0.936902 -4.256706 0.318 0.388 1.671
C -1.648171 -1.701462 -3.301105 0.232 0.175 -0.507
C -1.513816 -1.433677 -1.961818 -0.147 0.016 0.381
N -0.727348 -0.448101 -1.469169 -0.306 -0.149 -1.931
C -0.013201 0.238512 -2.385900 0.257 0.412 0.430
C -0.100881 0.045700 -3.742155 -0.415 -0.541 -0.373
H -0.713356 -0.550087 -7.556256 -0.026 0.003 0.089
H -0.094801 0.494466 -6.326311 -0.048 0.002 -0.009
H -2.300866 -2.497954 -3.623731 -0.021 -0.010 -0.024
H -2.067402 -2.020317 -1.236359 0.007 0.143 -0.074
H 0.653205 1.001055 -2.002321 -0.110 -0.138 -0.010
H 0.506144 0.663721 -4.384166 0.089 0.072 0.029
```
Positions in Å, forces in eV/Å.

Calculated values
* lowest unoccupied orbital energy (alpha / beta): -4.81 / -4.80 eV
* total charge: +1
* E_tot: -70910.477 eV
* multiplicity: 1
* highest occupied orbital energy (alpha / beta): -0.3902 / -0.3906 Ha
* HOMO-LUMO gap (alpha / beta): 5.81 / 5.83 eV
* largest force on an atom: 2.8 eV/Å

No. 4
C27H22N6O6S3Y | wB97M-V/def2-TZVPD

XYZ file:
```
65
Properties=species:S:1:pos:R:3:forces:R:3
Y 0.360802 -0.391762 0.775380 -0.054 -1.755 -0.406
N 2.883142 -1.664365 4.496691 0.583 0.865 0.582
C 1.979560 -1.563147 3.489705 -1.187 -0.764 -0.763
S 0.913412 -0.159623 3.478987 0.418 -0.137 -0.085
N 1.898925 -2.599148 2.687804 0.087 -0.078 0.870
N 0.825991 -2.602549 1.812302 -0.051 -1.112 -1.163
C 0.503688 -3.799785 1.350885 1.212 2.340 0.778
C -0.431158 -4.043640 0.300512 -0.402 1.094 -0.630
C -0.306026 -5.262076 -0.375218 -2.500 0.668 -0.718
C -1.275016 -5.583356 -1.333406 0.993 -0.512 0.086
C -2.293057 -4.680438 -1.668658 0.067 -1.051 -0.261
C -2.399271 -3.468225 -1.056146 0.578 0.922 0.188
C -1.358838 -3.029028 -0.178679 -0.130 0.085 0.105
O -1.280198 -1.755072 0.125706 0.130 -0.877 0.431
H 3.022437 -0.810875 5.047973 0.207 -0.885 -0.488
H 3.577464 -2.409693 4.460501 -0.425 0.510 0.060
H 1.042790 -4.657849 1.761631 0.033 0.142 -0.028
H 0.524325 -5.881027 -0.157739 0.507 -0.795 0.282
H -1.230686 -6.547879 -1.842519 0.091 0.324 0.006
H -2.951413 -4.981405 -2.490544 -0.074 0.228 0.467
H -3.172217 -2.749946 -1.339245 0.332 -0.133 0.064
C 4.312003 -2.331948 0.400664 0.630 -0.915 1.252
C 4.159574 -0.883191 0.447453 0.131 1.443 0.309
N 3.013227 -0.222068 0.399745 0.341 0.194 0.011
C 3.314386 1.133422 0.411981 0.598 -1.419 -0.127
C 4.678350 1.267014 0.516685 0.698 0.507 0.413
N 5.220307 -0.003523 0.579226 -1.435 0.041 -0.379
C 5.628733 2.416981 0.639692 0.686 0.227 -0.195
O 5.118771 3.639395 0.517596 -0.469 -0.488 -0.031
O 6.832082 2.218217 0.813651 -1.632 0.134 -0.141
C 2.222212 2.104682 0.193904 -0.778 0.468 -0.241
O 2.502825 3.317851 0.182687 -0.371 -0.626 -0.074
O 1.042668 1.579318 -0.001168 1.567 0.999 0.312
H 4.260622 -2.759933 -0.588281 -0.206 0.094 -0.417
H 3.542981 -2.776580 1.053996 0.248 0.019 -0.334
H 5.303822 -2.580984 0.828772 -0.458 -0.069 -0.214
H 6.220287 -0.166023 0.718634 -0.668 -0.001 -0.222
H 4.102975 3.630788 0.353514 0.688 -0.345 0.221
S 1.158051 -1.778457 -2.195064 0.050 -0.383 0.992
C 0.990439 -0.618720 -3.341844 -0.542 3.153 -3.429
N 0.853175 0.190342 -4.222713 0.473 -2.553 2.867
O -1.487014 0.892372 1.250708 0.083 2.787 -1.428
S -1.501893 2.327121 0.510442 -0.745 -2.370 1.047
C -3.073915 3.026352 0.942099 0.100 1.367 0.520
C -4.116584 2.375693 1.556842 -1.015 -0.095 -0.740
C -5.408552 2.959861 1.529567 0.949 0.990 -0.441
C -5.547944 4.270273 1.017003 0.264 -0.965 -0.338
C -4.427876 4.968819 0.534315 -0.514 -0.282 0.827
C -3.191164 4.379209 0.565175 0.571 -0.419 -0.326
C -1.972629 1.970265 -1.193805 0.986 0.037 -0.208
C -2.784459 0.889067 -1.511564 -0.115 -0.424 0.244
C -2.905240 0.491875 -2.840919 0.904 0.721 -0.041
C -2.192117 1.177984 -3.840590 -0.389 0.226 -0.099
C -1.441302 2.296434 -3.529122 0.339 0.484 1.433
C -1.285846 2.680986 -2.169675 -0.491 -0.424 -1.247
H -3.962509 1.368170 1.898817 -0.023 -0.287 0.113
H -6.269950 2.367272 1.819651 0.107 0.221 0.196
H -6.520906 4.722219 0.867957 -0.072 -0.105 0.306
H -4.511733 5.981916 0.180960 -0.170 0.186 -0.056
H -2.311900 4.954953 0.246958 -0.316 -0.430 -0.036
H -3.224895 0.323280 -0.685322 0.055 0.048 -0.411
H -3.443866 -0.389768 -3.112344 -0.373 -0.369 0.042
H -2.215061 0.876270 -4.891794 -0.106 -0.165 0.500
H -0.883831 2.851507 -4.279179 -0.132 -0.287 0.050
H -0.630959 3.502170 -1.921240 0.139 -0.004 0.139
```
Positions in Å, forces in eV/Å.

Calculated values
* lowest unoccupied orbital energy: 2.21 eV
* total charge: -1
* E_tot: -83138.723 eV
* multiplicity: 1
* highest occupied orbital energy: -0.1724 Ha
* HOMO-LUMO gap: 6.90 eV
* largest force on an atom: 4.7 eV/Å